Computed, not measured: a molecular structure, C18H28AgAs3Br4F2O2 at a distorted geometry, with ωB97M-V/def2-TZVPD.

Geometry (Å):
Ag  -0.061  -2.749  1.725
C  -1.919  0.076  -2.936
As  -1.064  -0.335  -1.142
C  -2.494  -1.582  -0.481
C  -1.529  1.299  -0.030
C  -0.404  2.296  0.446
C  0.436  2.972  -0.639
C  0.588  1.516  1.352
As  1.159  -0.323  1.020
C  2.206  -0.535  2.695
C  2.715  -0.071  -0.262
C  -1.036  3.358  1.348
As  -2.269  4.844  0.626
C  -3.025  4.286  -1.168
C  -0.875  6.222  0.100
H  -3.032  -0.124  -2.703
H  -1.458  -0.627  -3.684
H  -1.647  1.093  -3.144
H  -3.425  -1.044  -0.429
H  -2.263  -1.846  0.559
H  -2.519  -2.450  -1.166
H  -1.978  0.771  0.838
H  -2.356  1.761  -0.565
H  1.075  2.201  -1.063
H  1.107  3.614  -0.082
H  -0.057  3.514  -1.473
H  0.165  1.322  2.371
H  1.481  2.132  1.538
H  2.997  0.208  2.785
H  2.659  -1.533  2.539
H  1.558  -0.582  3.568
H  3.478  0.599  0.169
H  2.384  0.303  -1.245
H  3.202  -1.084  -0.397
H  -0.243  3.925  1.920
H  -1.733  2.943  2.098
H  -3.950  3.693  -0.950
H  -2.319  3.697  -1.736
H  -3.308  5.228  -1.682
H  -0.055  6.121  0.827
H  -1.409  7.211  0.272
H  -0.690  5.979  -0.938
Br  1.377  -7.053  -3.875
C  1.704  -5.786  -2.503
C  2.923  -5.946  -1.708
Br  4.237  -7.186  -2.329
C  3.086  -5.176  -0.582
Br  4.615  -5.322  0.594
C  2.079  -4.246  -0.161
O  2.155  -3.645  0.929
C  0.862  -4.055  -0.972
O  -0.141  -3.372  -0.564
C  0.764  -4.831  -2.221
Br  -0.713  -4.480  -3.409
F  -1.008  -0.638  3.756
C  -0.641  -1.985  3.587
F  0.272  -2.154  4.687
H  -1.665  -2.427  3.889

Energy ... -495332.68966 eV
LUMO energy ... 4.03 eV
Frontier orbital gap ... 4.35 eV
Highest occupied orbital energy ... -0.3 eV
Charge ... -2